w) The following is a quantum chemistry calculation of a 2-piece molecular cluster, C3H10N2O2 overall, from the OMol25 dataset.

Positions of all 17 atoms, in Å:
O  1.779  1.318  -1.316
O  1.719  -0.216  1.004
N  -0.184  -0.839  2.060
N  -0.195  -0.264  -0.212
C  -2.028  0.194  -1.729
C  0.509  -0.431  0.971
C  -1.636  -0.189  -0.284
H  0.324  0.020  -1.062
H  -1.671  1.216  -1.854
H  -2.082  -1.131  0.047
H  -1.182  -0.720  2.059
H  2.354  2.082  -1.404
H  0.270  -0.905  2.957
H  2.104  0.876  -0.516
H  -3.104  0.225  -1.864
H  -1.988  0.620  0.370
H  -1.625  -0.508  -2.454

Calculated values
- ⟨S²⟩ = 0.7677
- charge = +1
- Kohn-Sham gap (alpha / beta) (eV) = 12.52 / 6.58
- 2S+1 = 2
- E_HOMO (alpha / beta) (hartree) = -0.5738 / -0.5689

Atomic partial charges in e from the Mulliken method, atoms 1 to 4: -0.67 -0.53 -0.34 0.09

x) The following is a quantum chemistry calculation of a 2-piece molecular cluster, C3H10N2O2 overall, from the OMol25 dataset.

Positions of all 17 atoms, in Å:
O  0.114  1.236  -1.184
O  2.771  0.505  -0.223
N  -1.045  -2.467  -0.091
N  -0.540  -0.283  0.339
C  -0.258  -1.345  -0.537
C  -0.674  2.114  0.932
C  -0.298  1.082  -0.065
H  2.200  1.194  -0.563
H  -1.806  -2.724  -0.715
H  -1.731  2.266  1.138
H  -1.059  -0.495  1.196
H  -0.623  -1.074  -1.536
H  -0.219  3.053  0.650
H  -0.149  1.909  1.876
H  3.016  -0.179  -0.848
H  0.795  -1.522  -0.553
H  -0.494  -3.270  0.182

Calculated values
- ⟨S²⟩ = 0.7626
- charge = +1
- Kohn-Sham gap (alpha / beta) (eV) = 11.64 / 6.15
- 2S+1 = 2
- E_HOMO (alpha / beta) (hartree) = -0.5558 / -0.5524

Atomic partial charges in e from the Mulliken method, atoms 1 to 4: -0.42 -0.62 -0.52 0.06

Structures ranked by computed energy, the most stable listed first: w), x).

w) The following is a quantum chemistry calculation of a 2-piece molecular cluster, C3H10N2O2 overall, from the OMol25 dataset.

Positions of all 17 atoms, in Å:
O  1.679  -0.824  -2.421
O  -4.355  0.600  0.684
N  0.069  1.711  -0.248
N  1.639  -0.199  0.775
C  0.459  0.646  0.745
C  0.952  -1.122  -1.494
C  1.664  -1.385  -0.123
H  0.872  2.114  -0.634
H  -0.203  -0.967  -1.424
H  2.344  0.575  0.516
H  2.829  -1.689  -0.226
H  -0.440  0.000  0.704
H  -3.469  0.156  0.789
H  -0.796  1.564  -0.761
H  1.186  -2.413  0.295
H  -4.834  -0.049  1.168
H  0.405  1.284  1.656

Calculated values
- ⟨S²⟩ = 0.7608
- charge = +1
- Kohn-Sham gap (alpha / beta) (eV) = 9.40 / 5.02
- 2S+1 = 2
- E_HOMO (alpha / beta) (hartree) = -0.5285 / -0.5228

Atomic partial charges in e from the Mulliken method, atoms 1 to 4: -0.27 -0.59 -0.27 -0.02

x) The following is a quantum chemistry calculation of a 2-piece molecular cluster, C3H10N2O2 overall, from the OMol25 dataset.

Positions of all 17 atoms, in Å:
O  3.180  0.090  -0.077
O  -2.421  0.595  -0.479
N  -1.579  1.179  1.597
N  1.311  -1.371  -0.604
C  1.769  -0.041  -0.351
C  -2.468  1.284  0.568
C  -0.138  -1.594  -0.757
H  -0.222  -2.646  -0.938
H  1.260  0.386  0.526
H  -0.680  0.751  1.436
H  1.850  -1.742  -1.387
H  -0.709  -1.460  0.186
H  -0.646  -0.940  -1.506
H  -3.299  1.970  0.745
H  -1.674  1.737  2.424
H  3.413  -0.699  0.426
H  1.534  0.604  -1.184

Calculated values
- ⟨S²⟩ = 0.7544
- charge = +1
- Kohn-Sham gap (alpha / beta) (eV) = 10.28 / 4.78
- 2S+1 = 2
- E_HOMO (alpha / beta) (hartree) = -0.5017 / -0.5012

Atomic partial charges in e from the Mulliken method, atoms 1 to 4: -0.45 -0.54 -0.26 0.03

Structures ranked by computed energy, the most stable listed first: x), w).

w) The following is a quantum chemistry calculation of one molecule with the formula C5H7I, from the OMol25 dataset.

Positions of all 13 atoms, in Å:
I  1.769  1.066  1.714
C  0.290  0.150  0.494
C  0.823  -0.383  -0.845
C  -0.145  0.633  -1.461
C  -0.584  1.081  -0.303
C  -0.591  -0.932  1.222
H  -1.234  -1.456  0.542
H  -0.337  1.140  -2.378
H  -1.237  1.992  -0.175
H  -1.205  -0.436  1.865
H  1.747  -0.071  -1.212
H  0.736  -1.309  -1.297
H  -0.033  -1.476  1.836

Calculated values
- SMILES = C[C@]1(I)C=CC1
- charge = 0
- Kohn-Sham gap (eV) = 9.91
- 2S+1 = 1
- E_HOMO (hartree) = -0.3416

Atomic partial charges in e from the Mulliken method, atoms 1 to 4: 0.09 0.99 -1.17 -0.09

x) The following is a quantum chemistry calculation of one molecule with the formula C5H7I, from the OMol25 dataset.

Positions of all 13 atoms, in Å:
I  3.208  -0.038  -0.025
C  0.293  1.213  0.235
C  1.188  0.281  -0.632
C  -0.051  -1.214  0.227
C  -1.288  -0.686  -0.348
C  -0.634  0.114  0.723
H  -1.278  0.053  1.678
H  -1.378  -0.260  -1.313
H  0.561  1.875  1.059
H  0.421  -2.040  0.685
H  1.315  0.179  -1.718
H  -0.224  1.804  -0.409
H  -2.133  -1.281  -0.163

Calculated values
- charge = 0
- Kohn-Sham gap (eV) = 9.01
- 2S+1 = 1
- E_HOMO (hartree) = -0.3062

Atomic partial charges in e from the Mulliken method, atoms 1 to 4: 0.00 -0.76 -0.55 -0.27

Structures ranked by computed energy, the most stable listed first: w), x).

w) The following is a quantum chemistry calculation of C2H7N2O as an isolated structure, from the OMol25 dataset.

Positions of all 12 atoms, in Å:
O  2.219  0.257  -0.119
N  -0.209  1.283  0.443
N  1.376  -0.732  -0.549
C  -1.424  -0.799  -0.069
C  -0.320  0.144  -0.012
H  1.144  -0.500  -1.567
H  2.694  -0.111  0.562
H  -2.215  -0.741  0.791
H  -0.968  1.847  0.881
H  -1.033  -1.880  -0.155
H  -2.146  -0.356  -0.741
H  0.883  1.589  0.535

Calculated values
- charge = +1
- Kohn-Sham gap (eV) = 10.79
- 2S+1 = 1
- E_HOMO (hartree) = -0.5633

Atomic partial charges in e from the Mulliken method, atoms 1 to 4: -0.36 -0.23 -0.25 -1.08

x) The following is a quantum chemistry calculation of a 2-piece molecular cluster, C2H7N2O overall, from the OMol25 dataset.

Positions of all 12 atoms, in Å:
O  0.718  0.717  -0.036
N  -1.832  -0.353  0.753
N  2.873  0.239  -0.160
C  -2.681  -0.884  -0.038
C  1.777  0.834  -0.649
H  -2.515  -0.908  -1.112
H  1.783  1.565  -1.461
H  3.812  0.329  -0.502
H  -0.999  0.071  0.331
H  -2.000  -0.481  1.743
H  -3.679  -1.100  0.332
H  2.742  -0.028  0.798

Calculated values
- charge = +1
- Kohn-Sham gap (eV) = 8.87
- 2S+1 = 1
- E_HOMO (hartree) = -0.5191

Atomic partial charges in e from the Mulliken method, atoms 1 to 4: -0.67 -0.06 -0.35 -0.06

y) The following is a quantum chemistry calculation of an isolated ion of composition C2H7N2O and charge +1, from the OMol25 dataset.

Positions of all 12 atoms, in Å:
O  2.202  -0.002  -0.399
N  0.103  -1.142  0.559
N  1.006  0.729  -0.442
C  -0.071  0.003  -0.063
C  -1.489  0.480  -0.226
H  -1.473  1.491  -0.149
H  -1.913  0.159  -1.132
H  -0.623  -1.707  0.996
H  0.952  -1.680  0.600
H  -2.048  0.112  0.560
H  2.401  -0.066  0.580
H  0.953  1.621  -0.885

Calculated values
- SMILES = C/C(N)=[NH+]/O
- charge = +1
- Kohn-Sham gap (eV) = 12.07
- 2S+1 = 1
- E_HOMO (hartree) = -0.5833

Atomic partial charges in e from the Mulliken method, atoms 1 to 4: -0.42 -0.37 -0.07 0.84

z) The following is a quantum chemistry calculation of a 2-piece molecular cluster, C2H7N2O overall, from the OMol25 dataset.

Positions of all 12 atoms, in Å:
O  -1.042  -0.969  0.335
N  0.055  -0.120  2.179
N  -0.110  0.277  -1.991
C  1.027  0.690  -1.393
C  -0.297  -0.050  0.908
H  -0.187  -0.554  -2.640
H  1.985  0.309  -1.357
H  -0.156  -0.886  2.786
H  0.389  0.798  2.584
H  -1.593  -1.594  0.805
H  -0.970  0.648  -1.542
H  0.902  1.453  -0.673

Calculated values
- charge = +1
- Kohn-Sham gap (alpha / beta) (eV) = 8.04 / 8.04
- 2S+1 = 1
- E_HOMO (alpha / beta) (hartree) = -0.4801 / -0.4801

Atomic partial charges in e from the Mulliken method, atoms 1 to 4: -0.38 -0.23 -0.25 -0.22

Structures ranked by computed energy, the most stable listed first: x), y), z), w).

w) The following is a quantum chemistry calculation of a 2-piece molecular cluster, C2H7N2O overall, from the OMol25 dataset.

Positions of all 12 atoms, in Å:
O  -2.557  -0.681  -0.197
N  -0.151  -0.100  0.222
N  1.973  -1.333  0.185
C  -0.751  1.047  -0.349
C  0.831  -0.756  0.316
H  2.680  -1.423  1.027
H  2.546  -1.653  -0.637
H  -0.679  1.064  -1.469
H  -3.274  -0.874  0.074
H  -1.802  0.845  -0.011
H  -2.975  -0.649  -1.110
H  -0.273  1.884  0.209

Calculated values
- charge = +1
- Kohn-Sham gap (eV) = 10.47
- 2S+1 = 1
- E_HOMO (hartree) = -0.5497

Atomic partial charges in e from the Mulliken method, atoms 1 to 4: -0.50 0.03 -0.44 -0.67

x) The following is a quantum chemistry calculation of a 2-piece molecular cluster, C2H7N2O overall, from the OMol25 dataset.

Positions of all 12 atoms, in Å:
O  -0.632  0.510  -0.806
N  -2.692  -0.398  -1.055
N  2.100  0.106  0.599
C  1.939  0.569  1.769
C  -1.418  -0.190  -1.430
H  -1.132  -0.643  -2.385
H  -3.138  -1.277  -1.273
H  2.657  0.399  2.562
H  3.000  -0.206  0.261
H  1.005  1.081  1.971
H  -3.009  -0.012  -0.177
H  1.320  0.061  -0.035

Calculated values
- charge = +1
- Kohn-Sham gap (eV) = 8.50
- 2S+1 = 1
- E_HOMO (hartree) = -0.5122

Atomic partial charges in e from the Mulliken method, atoms 1 to 4: -0.65 -0.36 -0.04 -0.06

Structures ranked by computed energy, the most stable listed first: x), w).